(1)
Molecular formula: C39H50N4O4SSb2Sc
Method: DFT, ωB97M-V/def2-TZVPD

Last column: Löwdin charge in e.
Positions of all 101 atoms, in Å:
Sc  0.743  -0.878  0.326  0.7258
C  -0.252  -3.586  5.835  -0.0823
C  -0.765  -2.162  5.680  -0.2457
N  0.104  -1.327  4.859  -0.0199
C  0.185  -1.405  3.513  -0.8174
S  1.433  -0.436  2.775  0.6582
N  -0.700  -2.181  2.930  0.0061
N  -0.592  -2.233  1.560  -0.0565
C  -1.344  -3.118  1.007  -0.2450
C  -2.293  -3.982  1.771  -0.0109
C  -1.174  -3.305  -0.454  -0.1937
C  -1.716  -4.400  -1.109  0.0140
C  -1.445  -4.585  -2.456  -0.0229
C  -0.648  -3.667  -3.113  -0.0291
C  -0.155  -2.594  -2.393  -0.1443
N  -0.411  -2.411  -1.096  0.0277
H  -0.948  -4.173  6.437  0.0757
H  -0.153  -4.063  4.860  0.0623
H  0.721  -3.600  6.329  0.0759
H  -1.760  -2.159  5.240  0.0955
H  -0.834  -1.672  6.651  0.1176
H  0.830  -0.797  5.311  0.1152
H  -2.666  -3.442  2.635  0.0747
H  -3.128  -4.298  1.149  0.0775
H  -1.782  -4.872  2.147  0.1060
H  -2.320  -5.114  -0.569  0.1128
H  -1.849  -5.441  -2.980  0.1203
H  -0.404  -3.772  -4.161  0.1187
H  0.480  -1.852  -2.861  0.1142
C  -2.454  -0.255  -3.487  -0.3052
Sb  -1.367  0.728  -1.931  1.3659
C  -0.065  1.802  -3.264  -0.2868
C  -2.829  2.308  -1.755  -0.3190
C  -4.074  1.864  -1.035  -0.2860
C  -5.116  1.305  -1.779  -0.0629
C  -6.281  0.855  -1.179  -0.0812
C  -6.426  0.972  0.196  -0.0798
C  -5.407  1.537  0.945  -0.0560
C  -4.222  1.986  0.357  -0.2856
C  -3.144  2.564  1.229  -0.3217
Sb  -1.772  1.052  1.987  1.3339
C  -3.119  0.312  3.468  -0.3037
C  -0.834  2.486  3.275  -0.3033
H  -2.780  0.496  -4.208  0.0159
H  -3.325  -0.763  -3.072  0.0095
H  -1.825  -0.988  -3.991  -0.0079
H  -0.662  2.471  -3.886  0.0150
H  0.462  1.091  -3.902  0.0107
H  0.684  2.380  -2.721  -0.0121
H  -3.051  2.556  -2.794  0.0634
H  -2.350  3.174  -1.301  0.0398
H  -5.012  1.239  -2.857  0.1073
H  -7.075  0.434  -1.781  0.1045
H  -7.335  0.643  0.682  0.1051
H  -5.531  1.651  2.017  0.1091
H  -3.560  3.025  2.127  0.0662
H  -2.549  3.321  0.716  0.0401
H  -3.660  1.157  3.896  0.0110
H  -2.532  -0.182  4.242  -0.0164
H  -3.823  -0.400  3.041  0.0073
H  -1.583  2.838  3.983  0.0122
H  -0.472  3.337  2.694  0.0005
H  0.005  2.036  3.802  -0.0170
C  5.354  6.000  -1.224  -0.0305
C  4.237  5.054  -0.882  -0.2257
C  2.908  5.444  -1.010  0.0068
C  1.870  4.584  -0.697  -0.1817
C  0.449  5.080  -0.860  -0.0288
C  2.189  3.278  -0.255  -0.0985
C  1.084  2.399  0.003  -0.1824
O  1.133  1.191  0.222  -0.2267
C  3.534  2.864  -0.109  -0.1553
C  3.928  1.495  0.382  -0.0074
C  4.527  3.770  -0.424  0.0078
H  4.978  6.977  -1.521  0.0801
H  5.955  5.599  -2.042  0.0925
H  6.020  6.131  -0.370  0.0920
H  2.679  6.445  -1.357  0.1219
H  0.457  6.121  -1.176  0.0856
H  -0.116  5.028  0.073  0.0860
H  -0.099  4.513  -1.617  0.0738
H  0.081  2.853  -0.026  0.1068
H  3.390  1.217  1.287  0.0626
H  4.994  1.476  0.599  0.0895
H  3.713  0.734  -0.370  0.0848
H  5.563  3.472  -0.303  0.1281
O  3.634  -1.595  -3.394  0.0787
C  3.863  -2.805  -2.824  -0.2470
C  4.631  -3.764  -3.480  -0.0133
C  4.859  -4.996  -2.897  -0.0580
C  4.329  -5.302  -1.647  -0.0668
C  3.571  -4.352  -0.996  0.0012
C  3.321  -3.098  -1.566  -0.0632
C  2.477  -2.164  -0.805  -0.5332
O  2.042  -2.486  0.349  -0.0791
O  2.092  -1.038  -1.276  -0.0870
H  4.106  -1.561  -4.235  0.1165
H  5.050  -3.532  -4.453  0.1195
H  5.460  -5.726  -3.426  0.1136
H  4.512  -6.265  -1.192  0.1083
H  3.150  -4.552  -0.019  0.1249

Summary:
Relative energy (zero: lowest compared OMol25 entry of this formula, charge and spin)   9.1 kcal/mol
Maximum force   1.14 eV/A
Total charge   +1
Frontier orbital gap   0.2542 hartree
Total energy   -100015.676 eV


(2)
Molecular formula: C4H10N2O
Method: DFT, ωB97M-V/def2-TZVPD

Last column: natural (NBO) charge in e.
Positions of all 17 atoms, in Å:
C  1.095  0.136  -0.495  0.0766
C  1.997  0.962  0.332  -0.6605
C  -1.060  0.962  0.424  -0.6463
C  -0.287  -0.229  -0.224  0.2771
N  -1.798  -1.802  -1.212  -0.5020
O  -0.988  -0.664  -1.425  -0.4054
N  0.350  -1.204  0.553  -0.7120
H  1.414  -0.028  -1.522  0.2238
H  -2.525  -1.551  -0.539  0.3169
H  -1.206  -2.504  -0.764  0.3482
H  0.039  -1.130  1.518  0.3628
H  2.949  0.423  0.418  0.2350
H  1.616  1.077  1.347  0.2212
H  2.216  1.919  -0.143  0.2270
H  -0.634  1.265  1.377  0.2055
H  -2.057  0.564  0.617  0.2086
H  -1.121  1.804  -0.261  0.2235

Summary:
Relative energy (zero: lowest compared OMol25 entry of this formula, charge and spin)   126.7 kcal/mol
Maximum force   3.11 eV/A
Frontier orbital gap   0.3627 hartree
Total energy   -9333.494 eV


(3)
Molecular formula: C32H27CaN6O4S
Method: DFT, ωB97M-V/def2-TZVPD

Last column: natural (NBO) charge in e.
Positions of all 71 atoms, in Å:
Ca  0.446  -0.868  0.258  1.7535
C  -3.268  4.453  2.140  -0.6187
C  -2.022  3.691  1.782  -0.0639
C  -1.218  4.066  0.706  -0.2240
C  -0.129  3.312  0.325  -0.1931
C  0.258  2.135  0.999  0.1334
N  1.278  1.334  0.525  -0.7711
C  2.388  1.915  -0.017  0.1827
C  2.989  3.070  0.534  -0.2517
C  4.152  3.625  0.045  -0.1977
C  4.834  3.061  -1.032  -0.0955
C  6.139  3.620  -1.529  -0.6145
C  4.268  1.931  -1.598  -0.2146
C  3.075  1.382  -1.134  0.1298
N  2.575  0.284  -1.926  -0.1766
C  2.476  0.268  -3.269  -0.0228
C  2.106  -0.997  -3.655  -0.3439
C  1.989  -1.704  -2.448  -0.0312
N  2.283  -0.933  -1.411  -0.3448
C  -0.526  1.808  2.125  0.1460
C  -1.650  2.551  2.471  -0.2238
N  -0.193  0.741  3.037  -0.1725
C  -0.317  0.778  4.381  -0.0356
C  0.113  -0.428  4.878  -0.3447
C  0.495  -1.159  3.742  -0.0343
N  0.317  -0.445  2.643  -0.3438
H  -3.179  5.506  1.866  0.2048
H  -3.473  4.405  3.211  0.2057
H  -4.147  4.055  1.624  0.2124
H  -1.471  4.953  0.133  0.1964
H  0.450  3.604  -0.543  0.2062
H  2.497  3.523  1.387  0.2130
H  4.555  4.510  0.527  0.1971
H  6.168  4.708  -1.438  0.2060
H  6.302  3.374  -2.580  0.2058
H  6.994  3.229  -0.970  0.2070
H  4.757  1.444  -2.435  0.2037
H  2.673  1.166  -3.830  0.2185
H  1.922  -1.350  -4.655  0.2229
H  1.695  -2.728  -2.274  0.2271
H  -2.258  2.202  3.298  0.2084
H  -0.677  1.668  4.868  0.2171
H  0.151  -0.736  5.908  0.2213
H  0.880  -2.166  3.649  0.2484
O  -0.683  -0.146  -1.514  -0.7316
N  -1.961  -0.043  -1.799  0.0232
C  -2.272  0.486  -3.006  0.0265
C  -3.567  0.635  -3.410  -0.2997
C  -4.579  0.221  -2.533  -0.1966
C  -4.244  -0.299  -1.314  -0.2499
C  -2.902  -0.440  -0.885  0.0463
S  -2.440  -1.034  0.647  -0.3910
H  -1.395  0.752  -3.576  0.2238
H  -3.776  1.060  -4.381  0.2144
H  -5.620  0.311  -2.814  0.2075
H  -5.003  -0.624  -0.616  0.2268
O  -0.910  -3.752  -1.402  -0.7037
C  -1.270  -4.747  -0.563  0.4281
C  -2.283  -5.607  -0.987  -0.3136
C  -2.690  -6.651  -0.180  -0.1865
C  -2.093  -6.858  1.061  -0.2839
C  -1.086  -6.000  1.469  -0.1366
C  -0.655  -4.935  0.682  -0.2807
C  0.455  -4.060  1.223  0.7993
O  0.997  -4.363  2.278  -0.6845
O  0.769  -3.009  0.526  -0.9225
H  -0.268  -3.225  -0.878  0.4950
H  -2.736  -5.419  -1.952  0.2122
H  -3.483  -7.308  -0.518  0.1975
H  -2.410  -7.673  1.698  0.1999
H  -0.593  -6.126  2.425  0.2315

Summary:
Relative energy (zero: lowest compared OMol25 entry of this formula, charge and spin)   3.0 kcal/mol
Maximum force   0.95 eV/A
Total charge   -1
Frontier orbital gap   0.2518 hartree
Total energy   -80032.534 eV


(4)
Molecular formula: C4H6N2
Method: DFT, ωB97M-V/def2-TZVPD

Last column: natural (NBO) charge in e.
Positions of all 12 atoms, in Å:
C  -1.224  -0.585  0.116  0.8606
C  1.004  -1.277  -0.051  0.3599
C  2.254  0.866  0.091  0.1815
C  -2.290  0.323  -0.036  -0.8094
N  -0.350  -1.351  0.089  -0.3305
N  1.535  -0.117  -0.008  -0.2605
H  -1.923  1.074  -0.777  0.3551
H  1.472  -2.282  -0.377  0.3341
H  2.881  1.088  0.911  0.2828
H  2.288  1.637  -0.745  0.2911
H  -2.401  0.943  0.795  0.3460
H  -3.248  -0.320  -0.008  0.3894

Summary:
Relative energy (zero: lowest compared OMol25 entry of this formula, charge and spin)   47.8 kcal/mol
Maximum force   3.89 eV/A
Total charge   +2
Frontier orbital gap   0.3922 hartree
Structure (SMILES)   C=[N+]=C[N+]#CC
Total energy   -7202.524 eV


(5)
Molecular formula: C3H4N2O2
Method: DFT, ωB97M-V/def2-TZVPD

Last column: natural (NBO) charge in e.
Positions of all 11 atoms, in Å:
C  0.705  0.023  0.562  -0.1412
C  -0.074  0.356  -2.142  0.6202
C  -0.428  -0.358  1.186  0.1565
N  0.911  0.879  -0.474  -0.2456
N  -0.161  1.266  -1.297  -0.5315
O  0.174  -0.570  -2.788  -0.5040
O  -0.614  -1.412  1.987  -0.6166
H  1.569  -0.595  0.837  0.1903
H  -1.430  0.102  1.021  0.1751
H  -0.915  2.044  -1.091  0.4194
H  0.264  -1.735  2.198  0.4774

Summary:
Relative energy (zero: lowest compared OMol25 entry of this formula, charge and spin)   58.8 kcal/mol
Maximum force   6.96 eV/A
2S+1   3
<S²>   2.026
Frontier orbital gap (alpha / beta)   0.2068 / 0.3108 hartree
Total energy   -10244.117 eV


(6)
Molecular formula: C4H8O2
Method: DFT, ωB97M-V/def2-TZVPD

Last column: natural (NBO) charge in e.
Positions of all 14 atoms, in Å:
C  -0.599  0.430  -1.175  -0.2962
O  -0.982  1.182  -0.067  -0.5194
C  -0.586  0.520  1.129  -0.0641
C  0.826  0.009  0.877  -0.5042
C  0.746  -0.777  -0.417  0.2423
O  0.170  -1.971  -0.398  -0.7792
H  0.003  1.005  -1.883  0.2068
H  -1.482  0.035  -1.719  0.2210
H  -0.450  -0.912  -0.950  0.4795
H  -1.254  -0.327  1.345  0.1827
H  -0.651  1.249  1.939  0.2015
H  1.161  -0.684  1.655  0.2506
H  1.524  0.849  0.794  0.2142
H  1.573  -0.608  -1.130  0.1644

Summary:
Relative energy (zero: lowest compared OMol25 entry of this formula, charge and spin)   114.3 kcal/mol
Maximum force   0.39 eV/A
Frontier orbital gap   0.3689 hartree
Total energy   -8368.323 eV